[1]
The following is a DFT calculation (ωB97M-V/def2-TZVPD) of a 3-piece molecular cluster, C18H28N3O2P overall.

Values from the calculation:
total charge	0
SMILES string	CC(C)CC1=CC(=O)C([PH2]=N)=CC1=O.CCCC#N.CCCC#N
F_max	8.627	eV/Å
E	-36963.7852	eV

Cartesian coordinates (Å):
C: -4.91 -0.25 2.63
C: -4.56 -1.27 1.38
C: -5.39 -2.69 1.46
C: -4.74 -0.53 -0.11
C: -3.26 -0.51 -0.85
C: -2.10 0.33 -0.36
C: -0.66 0.20 -1.21
O: 0.10 1.27 -1.51
C: -0.28 -1.36 -1.67
P: 1.52 -2.07 -1.55
N: 1.97 -1.88 0.02
C: -1.45 -2.18 -2.18
C: -2.96 -1.47 -2.18
O: -3.88 -1.68 -3.15
H: -5.54 -0.85 3.43
H: -5.52 0.69 2.26
H: -3.92 0.09 3.16
H: -3.41 -1.53 1.46
H: -6.56 -2.56 1.34
H: -5.07 -3.43 0.58
H: -5.20 -3.27 2.48
H: -5.44 -1.26 -0.73
H: -5.21 0.54 0.00
H: -2.22 1.02 0.60
H: 2.46 -1.38 -2.40
H: 1.54 -3.52 -1.77
H: 2.83 -1.30 0.09
H: -1.34 -3.28 -2.56
C: 0.91 5.69 -0.07
C: -0.27 5.14 -0.86
C: -1.61 5.36 -0.17
C: -1.72 4.63 1.09
N: -1.80 4.05 2.10
H: 1.02 5.18 0.90
H: 1.84 5.54 -0.63
H: 0.79 6.76 0.11
H: -0.11 4.07 -1.05
H: -0.29 5.63 -1.84
H: -2.41 5.03 -0.85
H: -1.77 6.43 0.00
C: 6.59 -3.26 -0.95
C: 7.33 -2.57 0.19
C: 6.42 -2.13 1.33
C: 5.46 -1.10 0.91
N: 4.70 -0.29 0.58
H: 5.87 -2.58 -1.43
H: 7.30 -3.59 -1.72
H: 6.05 -4.14 -0.59
H: 7.88 -1.71 -0.21
H: 8.08 -3.27 0.59
H: 7.03 -1.74 2.15
H: 5.87 -3.00 1.73

---

[2]
The following is a DFT calculation (ωB97M-V/def2-TZVPD) of C18H28N3O4PtS as an isolated structure.

Values from the calculation:
total charge	+2
<S²>	0.756
multiplicity	2
F_max	0.444	eV/Å
E	-45845.5291	eV

Cartesian coordinates (Å):
Pt: 0.44 1.43 -0.60
C: -1.45 3.62 -0.71
N: -0.08 3.38 -0.17
C: -0.08 3.72 1.28
C: 0.91 4.24 -0.89
C: 2.28 3.65 -0.72
N: 2.26 2.22 -1.15
C: 3.41 1.49 -0.56
C: 2.33 2.10 -2.64
H: -1.71 4.67 -0.59
H: -2.16 3.00 -0.17
H: -1.48 3.36 -1.77
H: -0.37 4.76 1.40
H: 0.91 3.56 1.71
H: -0.79 3.08 1.80
H: 0.86 5.26 -0.51
H: 0.62 4.26 -1.94
H: 2.59 3.67 0.32
H: 3.02 4.20 -1.30
H: 4.33 1.93 -0.93
H: 3.35 0.45 -0.88
H: 3.36 1.56 0.52
H: 3.28 2.51 -2.98
H: 1.51 2.64 -3.11
H: 2.27 1.05 -2.90
O: 1.12 1.04 1.45
N: 0.65 -0.10 1.98
C: -0.53 -0.08 2.64
C: -0.98 -1.21 3.28
C: -0.21 -2.37 3.23
C: 0.99 -2.36 2.54
C: 1.41 -1.21 1.91
H: -1.05 0.86 2.63
H: -1.92 -1.17 3.81
H: -0.55 -3.26 3.74
H: 1.62 -3.24 2.49
H: 2.33 -1.11 1.37
C: -2.73 -6.16 -0.11
C: -2.26 -4.77 -0.43
C: -1.19 -4.19 0.26
C: -0.76 -2.92 -0.05
C: -1.41 -2.22 -1.05
C: -2.48 -2.77 -1.76
C: -2.90 -4.04 -1.43
S: -0.90 -0.63 -1.46
O: -1.34 0.38 -0.38
O: -1.33 -0.25 -2.76
O: 0.62 -0.53 -1.25
H: -2.16 -6.60 0.71
H: -2.62 -6.81 -0.98
H: -3.78 -6.16 0.17
H: -0.68 -4.77 1.02
H: 0.09 -2.48 0.46
H: -2.95 -2.21 -2.56
H: -3.72 -4.48 -1.98

---

[3]
The following is a DFT calculation (ωB97M-V/def2-TZVPD) of C18H28N3ReSbSe4Te as an isolated structure.

Values from the calculation:
total charge	+2
<S²>	0.762
multiplicity	2
F_max	0.395	eV/Å
E	-300921.8934	eV

Cartesian coordinates (Å):
Re: -0.31 -0.38 -0.22
C: 2.70 1.71 -2.59
C: 1.38 1.16 -3.11
C: 1.59 -0.17 -3.80
C: 0.70 2.16 -4.04
N: 0.52 0.99 -1.88
N: -0.84 0.56 -2.10
H: 3.39 1.84 -3.42
H: 3.15 1.03 -1.87
H: 2.57 2.69 -2.12
H: 2.11 0.00 -4.74
H: 0.66 -0.69 -4.06
H: 2.21 -0.83 -3.20
H: 1.36 2.38 -4.88
H: 0.50 3.11 -3.53
H: -0.23 1.78 -4.46
H: 0.45 1.92 -1.46
H: -0.89 -0.02 -2.93
H: -1.49 1.35 -2.20
Se: 1.32 -0.73 1.55
Sb: 0.14 0.03 3.66
Se: -2.19 -0.12 3.61
Se: 1.66 0.72 5.26
Se: -2.01 -1.61 0.35
C: 0.97 -3.99 0.20
Te: 0.86 -2.59 -1.41
C: 2.95 -2.25 -1.08
C: 3.36 -3.22 0.00
C: 4.69 -3.28 0.40
C: 5.08 -4.16 1.39
C: 4.14 -5.00 1.99
C: 2.81 -4.95 1.59
C: 2.42 -4.05 0.60
H: 0.58 -4.94 -0.17
H: 0.33 -3.62 1.01
H: 3.11 -1.21 -0.79
H: 3.45 -2.44 -2.03
H: 5.42 -2.64 -0.06
H: 6.11 -4.21 1.70
H: 4.44 -5.70 2.75
H: 2.08 -5.60 2.05
C: -3.27 1.47 0.37
C: -1.99 2.11 0.76
C: -1.91 3.38 1.42
C: -0.60 3.66 1.57
C: 0.14 2.57 1.01
C: 1.62 2.57 0.93
N: -0.73 1.62 0.53
H: -3.52 0.68 1.08
H: -3.24 1.03 -0.62
H: -4.07 2.20 0.41
H: -2.77 3.96 1.71
H: -0.15 4.54 2.01
H: 1.96 3.56 0.64
H: 2.02 1.81 0.26
H: 2.04 2.38 1.92

---

[4]
The following is a DFT calculation (ωB97M-V/def2-TZVPD) of one molecule with the formula C18H28N4O3S.

Values from the calculation:
total charge	0
SMILES string	CC1CCN(S(=O)(=O)N2CCC(C(=O)NCc3cccnc3)CC2)CC1
F_max	1.281	eV/Å
E	-42059.2214	eV

Cartesian coordinates (Å):
C: -4.63 -3.28 1.39
C: -4.12 -2.45 0.22
C: -2.63 -2.71 -0.04
C: -2.15 -1.85 -1.21
N: -2.38 -0.44 -0.98
S: -1.29 0.31 0.04
O: -1.69 0.25 1.41
O: 0.00 -0.21 -0.32
N: -1.53 1.85 -0.52
C: -1.43 2.96 0.42
C: -0.21 3.84 0.14
C: 0.97 3.01 -0.38
C: 1.43 2.03 0.70
O: 0.89 1.91 1.77
N: 2.58 1.38 0.38
C: 3.18 0.41 1.28
C: 3.68 -0.79 0.53
C: 2.83 -1.53 -0.29
C: 3.34 -2.62 -0.97
C: 4.68 -2.93 -0.82
N: 5.50 -2.23 -0.05
C: 5.01 -1.19 0.60
C: 0.60 2.31 -1.71
C: -0.92 2.09 -1.80
C: -3.77 -0.13 -0.68
C: -4.32 -0.96 0.48
H: -4.49 -4.35 1.20
H: -4.09 -3.02 2.30
H: -5.69 -3.10 1.56
H: -4.68 -2.74 -0.69
H: -2.46 -3.76 -0.26
H: -2.06 -2.43 0.85
H: -1.07 -1.97 -1.35
H: -2.67 -2.13 -2.13
H: -1.37 2.52 1.41
H: -2.35 3.56 0.34
H: 0.08 4.34 1.06
H: -0.45 4.61 -0.60
H: 1.82 3.68 -0.57
H: 2.99 1.48 -0.53
H: 4.00 0.88 1.83
H: 2.40 0.12 1.98
H: 1.79 -1.25 -0.36
H: 2.71 -3.22 -1.61
H: 5.13 -3.77 -1.34
H: 5.72 -0.65 1.21
H: 1.09 1.34 -1.76
H: 0.92 2.92 -2.56
H: -1.14 1.22 -2.42
H: -1.41 2.97 -2.24
H: -3.80 0.93 -0.44
H: -4.35 -0.31 -1.59
H: -5.38 -0.73 0.60
H: -3.80 -0.68 1.39